Formula: C4H6N2O
Source: OMol25
Level of theory: ωB97M-V with the def2-TZVPD basis set

Structure (ORCA input):
```
! RIJCOSX wB97M-V def2-TZVPD def2/J DEFGRID3
* xyz 0 1
C -0.58213 0.49158 -2.09707
N 0.23437 -0.49576 -1.95695
C 1.26935 -0.08778 -1.16164
N 1.08414 -0.02968 0.12158
C -0.14923 0.03623 0.65820
C -0.27783 -0.48579 2.05809
O -1.15449 0.58602 0.11811
H -1.54470 0.31669 -1.31248
H -0.21002 1.53342 -2.03413
H 2.26142 0.02372 -1.58631
H -0.53869 -1.54487 2.00211
H -1.05560 0.05172 2.59830
H 0.66340 -0.39551 2.59219
*
```

## Properties
LUMO	-0.105	eV
HOMO	-9.192	eV
frontier orbital gap	9.087	eV
energy above the lowest of the compared OMol25 structures with the same formula, charge and spin	102.1	kcal per mole
largest force on an atom	0.0660	hartree/bohr
E_tot	-340.63220	hartree
SMILES string	C=N/C=N\C(C)=O